Entry 1:
Computed, not measured: a molecular structure, C32H22BaN6O11S3, with wB97M-V/def2-TZVPD.

2S+1 = 1
energy above the lowest of the compared OMol25 structures with the same formula, charge and spin = 0.7857 eV
energy = -98207.541 eV
total charge = -2

CARTESIAN COORDINATES (ANGSTROEM)
Ba (0.2938, -0.0791, 0.1302)
O (-3.6375, -1.3249, 3.2782)
C (-2.4625, -0.6807, 3.1305)
O (-2.3769, 0.5190, 3.1165)
C (-1.2935, -1.6210, 3.0982)
C (-1.4267, -2.9707, 3.3494)
C (-0.2756, -3.7553, 3.3195)
C (0.9387, -3.1587, 3.0750)
C (0.9822, -1.7863, 2.8019)
N (-0.1222, -1.0476, 2.8039)
C (2.3454, -1.1216, 2.5347)
O (3.0762, -1.0911, 3.5357)
O (2.5722, -0.7069, 1.3709)
H (-4.3279, -0.6646, 3.1282)
H (-2.4017, -3.3976, 3.5288)
H (-0.3389, -4.8248, 3.4740)
H (1.8577, -3.7276, 3.0556)
C (-0.4909, 3.5329, 0.5498)
C (-1.8711, 3.2379, 0.0368)
C (-2.7527, 4.3021, -0.2619)
C (-4.0005, 4.0093, -0.7160)
C (-4.4066, 2.6663, -0.8631)
C (-5.7055, 2.3415, -1.3137)
C (-6.0483, 1.0201, -1.4116)
C (-5.1435, 0.0121, -1.0632)
C (-3.8488, 0.2594, -0.6089)
S (-2.8313, -1.0608, -0.1763)
C (-3.4653, 1.6531, -0.5289)
N (-2.2121, 1.9797, -0.1051)
H (-0.2976, 4.6064, 0.5787)
H (0.2747, 3.0755, -0.0790)
H (-0.3602, 3.1342, 1.5563)
H (-2.4228, 5.3255, -0.1319)
H (-4.7052, 4.7967, -0.9651)
H (-6.3945, 3.1375, -1.5721)
H (-7.0361, 0.7386, -1.7620)
H (-5.4437, -1.0249, -1.1458)
C (2.4095, 2.0174, -2.9682)
C (3.0706, 2.3801, -1.6827)
N (2.5895, 2.1875, -0.4917)
C (3.4495, 2.6404, 0.4871)
C (4.6035, 3.1879, 0.0208)
S (4.6279, 3.1375, -1.6852)
C (3.1097, 2.5335, 1.9144)
C (3.9446, 2.9047, 2.9219)
S (3.1910, 2.6414, 4.4275)
C (1.7879, 2.0446, 3.6147)
N (1.8874, 2.0500, 2.3215)
C (0.6178, 1.5551, 4.3960)
H (1.3857, 1.6870, -2.7960)
H (2.9300, 1.1817, -3.4397)
H (2.4261, 2.8618, -3.6588)
H (5.4159, 3.6032, 0.5919)
H (4.9468, 3.2903, 2.8476)
H (0.4615, 2.1680, 5.2853)
H (0.8003, 0.5268, 4.7104)
H (-0.2809, 1.5559, 3.7829)
O (-0.7824, -0.6047, -4.2795)
C (-0.0721, -0.8274, -3.3011)
O (0.2519, 0.0016, -2.3860)
C (0.5797, -2.2156, -3.2158)
C (0.9636, -2.7581, -4.4079)
C (1.6339, -3.9925, -4.4850)
C (1.8937, -4.7131, -3.3373)
C (1.4681, -4.2170, -2.1270)
C (0.8082, -2.9317, -1.9656)
O (0.4916, -2.4919, -0.8400)
N (1.7422, -5.0564, -0.9702)
O (1.0147, -4.9930, 0.0007)
O (2.7042, -5.8214, -1.0339)
N (2.0491, -4.5177, -5.7536)
O (2.6276, -5.6035, -5.7897)
O (1.8715, -3.8396, -6.7607)
H (0.7311, -2.2163, -5.3135)
H (2.4084, -5.6598, -3.3818)

Löwdin atomic charge list, values in e, 6 entries:
1 Ba 1.819
2 O 0.079
3 C -0.518
4 O 0.088
5 C -0.219
6 C 0.006


Entry 2:
Computed, not measured: a molecular structure, C32H22FINO2PRe, with wB97M-V/def2-TZVPD.

2S+1 = 4
energy = -61350.160 eV
total charge = +2

CARTESIAN COORDINATES (ANGSTROEM)
Re (-0.3301, -0.5236, 0.6424)
I (-2.4677, -1.4393, 2.0442)
C (-3.8865, -1.1691, 0.5132)
C (-4.6347, -2.2755, 0.2302)
C (-5.7635, -2.1607, -0.6029)
C (-6.1344, -0.9262, -1.0434)
C (-5.3645, 0.2272, -0.7435)
C (-5.8319, 1.4936, -1.1631)
C (-5.1380, 2.6335, -0.8785)
C (-3.8853, 2.5208, -0.2627)
C (-3.3694, 1.3047, 0.1547)
P (-1.6108, 1.5010, 0.5483)
C (-0.8878, 2.3846, -0.8425)
C (-0.2212, 3.6016, -0.6978)
C (0.2713, 4.2477, -1.8213)
C (0.0883, 3.6946, -3.0816)
C (-0.5905, 2.4907, -3.2280)
C (-1.0779, 1.8319, -2.1134)
C (-1.4122, 2.3848, 2.0893)
C (-0.1476, 2.8384, 2.4808)
C (0.0155, 3.4539, 3.7058)
C (-1.0775, 3.6101, 4.5529)
C (-2.3298, 3.1520, 4.1754)
C (-2.5022, 2.5329, 2.9462)
C (-4.1538, 0.1222, -0.0030)
H (-4.3889, -3.2386, 0.6567)
H (-6.3455, -3.0399, -0.8376)
H (-7.0366, -0.7975, -1.6265)
H (-6.7686, 1.5384, -1.7040)
H (-5.5112, 3.6048, -1.1688)
H (-3.2936, 3.4219, -0.1508)
H (-0.1054, 4.0607, 0.2732)
H (0.7811, 5.1951, -1.7112)
H (0.4620, 4.2116, -3.9554)
H (-0.7468, 2.0709, -4.2126)
H (-1.6171, 0.8994, -2.2325)
H (0.7120, 2.7126, 1.8312)
H (0.9929, 3.8029, 4.0087)
H (-0.9468, 4.0884, 5.5143)
H (-3.1752, 3.2775, 4.8376)
H (-3.4836, 2.1796, 2.6554)
O (2.2970, 0.5951, 3.4612)
C (1.7476, 0.2852, 2.4524)
O (0.5200, -0.2449, 2.3792)
C (2.3566, 0.4760, 1.0896)
C (3.6331, 1.0020, 0.9747)
C (4.1654, 1.1379, -0.2836)
C (3.4380, 0.7141, -1.4070)
C (3.9897, 0.7845, -2.7093)
C (3.2890, 0.3126, -3.7795)
C (2.0099, -0.2455, -3.5872)
C (1.4332, -0.3113, -2.3471)
C (2.1375, 0.1719, -1.2307)
N (1.6037, 0.1001, 0.0440)
H (4.1602, 1.2743, 1.8777)
H (5.1584, 1.5483, -0.4214)
H (4.9816, 1.2002, -2.8297)
H (3.7145, 0.3483, -4.7727)
H (1.4722, -0.6410, -4.4391)
H (0.4602, -0.7596, -2.2270)
F (-1.1089, -1.2462, -0.9580)

natural (NBO) atomic charge list, values in e, 6 entries:
1 Re 1.411
2 I 0.537
3 C -0.132
4 C -0.195
5 C -0.194
6 C -0.140


Entry 3:
Computed, not measured: a molecular structure, C32H22N6O4Sn, with wB97M-V/def2-TZVPD.

2S+1 = 1
energy = -56503.007 eV
total charge = 0

CARTESIAN COORDINATES (ANGSTROEM)
Sn (-0.0030, -1.1888, -0.1240)
O (1.7458, 2.6608, 1.4041)
C (1.5602, 1.5619, 0.9031)
N (0.6525, 0.6143, 1.2935)
C (-0.1128, 0.8219, 2.4005)
C (-0.3936, 2.0831, 2.9888)
C (-1.1666, 2.1716, 4.1106)
C (-1.7140, 1.0154, 4.7270)
C (-1.4789, -0.2150, 4.2095)
C (-0.6697, -0.3708, 3.0348)
N (-0.4242, -1.5314, 2.4251)
C (-0.5990, -2.7270, 3.0840)
O (-0.5418, -2.9075, 4.2894)
C (-0.8474, -3.9189, 2.1904)
C (-0.7980, -5.1905, 2.7478)
C (-1.0801, -6.2719, 1.9341)
C (-1.4044, -6.0467, 0.6039)
C (-1.4291, -4.7400, 0.1423)
N (-1.1574, -3.6919, 0.9163)
C (2.4782, 1.1729, -0.2380)
C (3.3616, 2.1151, -0.7451)
C (4.2594, 1.7191, -1.7202)
C (4.2518, 0.4007, -2.1528)
C (3.3177, -0.4621, -1.6099)
N (2.4475, -0.0815, -0.6734)
H (0.0042, 2.9689, 2.5252)
H (-1.3800, 3.1472, 4.5297)
H (-2.3389, 1.1196, 5.6053)
H (-1.9082, -1.0940, 4.6607)
H (-0.5567, -5.2973, 3.7953)
H (-1.0511, -7.2789, 2.3314)
H (-1.6344, -6.8646, -0.0659)
H (-1.6739, -4.5218, -0.8915)
H (3.3314, 3.1211, -0.3534)
H (4.9588, 2.4298, -2.1420)
H (4.9347, 0.0517, -2.9155)
H (3.2373, -1.4878, -1.9520)
O (-2.1939, -0.7569, 0.3828)
C (-2.7487, 0.2774, 0.8450)
C (-3.8019, 0.1401, 1.8176)
C (-4.4248, 1.2238, 2.3373)
C (-4.0681, 2.5546, 1.9438)
C (-3.0912, 2.7376, 1.0294)
C (-2.3870, 1.6311, 0.4509)
C (-1.4735, 1.9048, -0.5584)
N (-0.7194, 0.9847, -1.1624)
N (-0.0657, 1.4644, -2.1966)
C (0.4999, 0.4468, -2.9407)
O (0.3359, -0.7502, -2.7046)
C (1.3652, 0.8950, -4.0699)
C (1.8746, -0.0678, -4.9354)
C (2.7309, 0.2999, -5.9610)
C (3.0890, 1.6338, -6.1213)
C (2.5793, 2.5980, -5.2617)
C (1.7152, 2.2327, -4.2397)
H (-4.0508, -0.8696, 2.1188)
H (-5.2052, 1.0855, 3.0760)
H (-4.5806, 3.4036, 2.3750)
H (-2.8120, 3.7385, 0.7195)
H (-1.3874, 2.9265, -0.9215)
H (1.5920, -1.1017, -4.7853)
H (3.1215, -0.4508, -6.6359)
H (3.7621, 1.9215, -6.9195)
H (2.8550, 3.6372, -5.3897)
H (1.3119, 2.9726, -3.5613)

natural (NBO) atomic charge list, values in e, 6 entries:
1 Sn 1.420
2 O -0.610
3 C 0.634
4 N -0.721
5 C 0.175
6 C -0.210


Entry 4:
Computed, not measured: a molecular structure, C32H22N6O5Tm in a non-equilibrium geometry, with wB97M-V/def2-TZVPD.

2S+1 = 3
energy = -82256.525 eV
total charge = -1

CARTESIAN COORDINATES (ANGSTROEM)
Tm (0.5957, 0.0867, -0.4587)
O (4.0888, -2.6452, -0.8370)
C (3.1602, -1.9171, -0.5779)
N (2.2173, -1.4265, -1.3805)
C (2.3003, -1.6362, -2.7782)
C (3.0958, -2.6246, -3.3801)
C (3.0823, -2.8607, -4.7500)
C (2.1954, -2.1015, -5.5413)
C (1.2910, -1.2072, -4.9475)
C (1.3419, -0.9762, -3.5695)
N (0.3772, -0.2008, -2.8651)
C (-0.6080, 0.3938, -3.5387)
O (-0.6315, 0.5939, -4.7669)
C (-1.6524, 1.1261, -2.7475)
C (-2.7475, 1.6199, -3.4745)
C (-3.7245, 2.3456, -2.8183)
C (-3.5697, 2.5187, -1.4363)
C (-2.3990, 2.0856, -0.7478)
N (-1.4833, 1.3518, -1.4321)
C (2.9630, -1.5591, 0.9581)
C (4.0018, -1.9705, 1.8057)
C (3.7501, -1.9183, 3.1794)
C (2.5293, -1.3803, 3.6145)
C (1.6286, -0.8745, 2.7142)
N (1.8986, -0.9031, 1.4266)
H (3.7990, -3.2185, -2.8148)
H (3.8124, -3.5568, -5.1490)
H (2.1890, -2.1590, -6.6172)
H (0.5865, -0.7206, -5.5485)
H (-2.8622, 1.4715, -4.5223)
H (-4.5360, 2.8206, -3.3771)
H (-4.3272, 2.9864, -0.7108)
H (-2.3325, 2.1259, 0.2773)
H (4.8732, -2.4917, 1.4397)
H (4.4382, -2.4799, 3.8061)
H (2.3199, -1.3911, 4.7089)
H (0.7422, -0.4774, 2.9859)
O (-2.7582, -3.2383, 0.1125)
C (-3.2388, -2.8106, 1.2995)
C (-4.2735, -3.6137, 1.8582)
C (-4.8296, -3.2447, 3.0882)
C (-4.3875, -2.1269, 3.7850)
C (-3.3617, -1.3499, 3.1969)
C (-2.8053, -1.6603, 1.9808)
C (-1.7922, -0.7244, 1.4082)
O (-1.1626, -1.0500, 0.3423)
N (-1.5716, 0.3943, 2.0603)
N (-0.5229, 1.1189, 1.5269)
C (-0.2066, 2.1651, 2.1518)
C (0.7965, 3.1801, 1.7754)
C (0.8367, 4.3505, 2.5389)
C (1.7269, 5.3646, 2.3081)
C (2.5616, 5.2429, 1.1810)
C (2.4767, 4.1872, 0.2906)
C (1.5943, 3.0825, 0.5856)
O (1.4193, 2.1090, -0.2526)
H (-2.1052, -2.6113, -0.1981)
H (-4.5546, -4.5330, 1.3696)
H (-5.6682, -3.8304, 3.4720)
H (-4.7642, -1.8819, 4.7533)
H (-2.8897, -0.5023, 3.6976)
H (-0.8848, 2.5023, 2.9963)
H (0.1594, 4.2369, 3.3573)
H (1.7514, 6.2045, 2.9863)
H (3.1506, 6.0853, 0.9283)
H (2.9000, 4.1240, -0.7295)

natural (NBO) atomic charge list, values in e, 6 entries:
1 Tm 1.998
2 O -0.666
3 C 0.629
4 N -0.773
5 C 0.191
6 C -0.256


Question: What is the total charge in the fourth record?
Answer: -1


Question: Among the records above, which one has the highest 2S+1?
Answer: C32H22FINO2PRe


Question: Number 3 is which compound?
Answer: C32H22N6O4Sn


Question: 2S+1 of number 3 (C32H22N6O4Sn)?
Answer: 1